(1)
DFT (ωB97M-V/def2-TZVPD) results for 7 unconnected molecules or ions with the total composition C50H46Cl14IN3O3PS at a distorted geometry.

```
119
Properties=species:S:1:pos:R:3:forces:R:3:lowdin_charge:R:1
C 1.09679 -3.89273 1.24075 0.923 1.243 -1.025 -0.107
C 2.23763 -2.86507 0.90052 -0.702 -1.139 0.900 -0.477
N 3.39606 -3.11631 1.33181 0.475 0.500 -0.386 0.129
C 1.98522 -1.60789 0.02471 -0.716 -0.483 0.266 -0.109
C 1.77229 -0.25470 0.81142 -0.603 0.621 0.431 -0.457
P 1.53029 -0.77811 2.63176 1.127 -1.580 2.358 0.976
N 1.64257 0.61507 3.66864 -1.655 -0.248 -1.302 -0.156
O -0.08090 -1.29702 2.74836 0.931 1.649 -1.069 -0.273
N 0.49344 0.44760 0.46321 0.315 -0.641 -0.148 0.111
C 0.54256 1.72845 0.47843 0.549 1.688 -0.348 -0.164
C -0.58496 2.68012 0.10847 -0.034 -0.521 -0.141 -0.096
C -1.72151 2.01030 -0.70727 -1.062 0.560 0.306 -0.265
C -2.51033 0.91231 0.09410 1.263 -0.520 -0.957 -0.674
I -4.61239 1.30894 0.32658 0.751 -0.171 0.040 0.904
C 1.97683 2.20545 0.95084 -1.503 0.039 -0.124 -0.215
C 2.47433 3.60930 0.48885 0.692 -0.413 0.037 -0.097
C 3.19895 4.37538 1.63600 -0.219 -1.454 -0.816 -0.739
O 2.93966 5.48920 1.83410 -0.406 2.174 0.438 0.095
Cl 4.41227 3.60108 2.69272 -0.206 -0.281 -0.609 0.781
C 2.74788 0.92123 0.50487 0.470 0.680 -0.532 -0.527
S 2.68398 1.03473 -1.38550 0.178 -0.210 -0.836 0.907
C 4.25221 0.72891 0.85886 0.725 -1.040 -0.285 -0.130
C 5.21809 1.45746 -0.13135 -0.525 -1.373 0.043 -0.814
O 5.50468 2.58066 -0.04056 0.285 1.893 0.239 0.038
Cl 6.00101 0.53790 -1.48477 -0.486 -0.404 0.789 0.650
H 0.19978 -3.56657 0.67442 0.158 -0.704 0.569 0.050
H 0.92084 -3.93628 2.33114 -0.028 0.159 -0.588 0.087
H 1.48923 -4.87480 0.87132 -0.532 1.200 0.566 -0.026
H 3.37363 -3.98058 1.88280 0.209 0.188 -0.169 0.072
H 2.82690 -1.57975 -0.69356 -0.537 0.359 0.337 0.112
H 1.02828 -1.80786 -0.51104 0.766 0.205 -0.058 0.112
H 1.62054 0.25864 4.62798 0.392 0.058 -0.162 0.028
H 0.75127 1.12712 3.57833 0.489 0.360 0.299 0.040
H -0.66173 -0.52385 2.61159 -0.273 -0.533 0.260 0.034
H -0.30314 -0.14926 0.23042 -0.030 0.528 -0.111 0.144
H -0.94023 3.14509 1.05936 0.029 -0.327 -0.539 0.159
H -0.20042 3.52866 -0.49672 0.159 -0.590 0.451 0.130
H -1.35899 1.63282 -1.68880 -0.019 0.062 0.733 0.127
H -2.45287 2.80810 -0.96329 0.625 -0.368 0.091 0.087
H -2.40406 -0.04333 -0.47972 -0.517 0.678 0.648 -0.025
H -1.98513 0.75325 1.05636 -0.956 0.170 -0.110 0.031
H 1.77755 2.37166 2.03726 0.654 -0.861 -0.345 0.134
H 1.65814 4.28971 0.17485 0.384 -0.459 0.390 0.124
H 3.18245 3.56825 -0.36587 -0.330 -0.174 0.554 0.111
H 2.03226 2.18593 -1.71128 0.164 -0.326 0.685 -0.076
H 4.55127 -0.34447 0.80720 -0.606 0.505 0.068 0.118
H 4.51572 1.07429 1.87761 -0.360 -0.037 -0.590 0.097
Cl 0.23286 -6.32529 -0.23498 -0.261 -0.611 -0.439 0.743
C 0.97408 -7.76740 -0.83855 -0.221 -0.177 -0.067 -0.649
C 2.33970 -7.83993 -1.07496 0.133 -0.107 -0.053 -0.674
Cl 3.39227 -6.50034 -0.77015 -0.085 0.130 0.062 0.687
C 2.89519 -9.01323 -1.56779 -0.049 -0.209 -0.067 -0.104
C 2.08895 -10.11218 -1.82109 -0.076 0.068 0.034 -0.073
C 0.72297 -10.04090 -1.57934 0.085 0.044 0.003 -0.074
C 0.16736 -8.86941 -1.08926 0.013 -0.209 -0.082 -0.103
H 3.95939 -9.07325 -1.75549 -0.034 0.124 0.051 0.109
H 2.52561 -11.02461 -2.20670 0.015 0.054 0.022 0.110
H 0.09131 -10.89843 -1.77343 0.000 0.056 0.019 0.110
H -0.89761 -8.81666 -0.90324 0.059 0.118 0.031 0.107
Cl -5.06206 0.74383 4.93966 0.022 -0.048 0.109 0.657
C -5.93300 2.23853 4.96643 0.016 0.065 -0.174 -0.686
C -6.52425 2.72594 6.12492 -0.089 0.091 0.150 -0.687
Cl -6.42381 1.88297 7.62837 0.068 -0.095 -0.068 0.687
C -7.22025 3.92837 6.09161 -0.045 0.172 -0.203 -0.104
C -7.32308 4.64262 4.90784 0.046 -0.063 -0.014 -0.077
C -6.72700 4.15694 3.75123 -0.005 -0.016 0.073 -0.081
C -6.03435 2.95672 3.78250 -0.102 0.212 -0.063 -0.130
H -7.68455 4.31107 6.99112 0.065 -0.128 0.028 0.109
H -7.86780 5.57803 4.88704 0.016 -0.044 0.037 0.109
H -6.80304 4.71369 2.82536 0.011 -0.046 0.023 0.106
H -5.57123 2.57794 2.88054 0.010 -0.062 0.140 0.011
Cl 10.47643 6.48029 -4.90614 -0.099 0.027 -0.080 0.683
C 9.46576 5.31483 -4.13021 0.164 -0.020 0.090 -0.688
C 8.13510 5.13891 -4.48912 -0.170 -0.080 0.011 -0.689
Cl 7.39538 6.06401 -5.74725 0.098 0.074 -0.022 0.675
C 7.36019 4.19375 -3.82889 0.059 -0.158 0.197 -0.112
C 7.91022 3.42411 -2.81579 0.038 0.037 -0.005 -0.090
C 9.24177 3.59625 -2.46050 -0.050 0.045 -0.062 -0.077
C 10.01657 4.54010 -3.11655 -0.090 -0.185 0.159 -0.107
H 6.32248 4.05551 -4.10459 0.060 0.099 -0.095 0.102
H 7.30039 2.69030 -2.30391 0.066 0.125 -0.076 0.036
H 9.67588 2.99484 -1.67143 0.014 0.042 -0.036 0.108
H 11.05342 4.67229 -2.83588 -0.034 0.094 -0.109 0.108
Cl 3.54758 1.45769 6.70137 -0.011 -0.093 0.103 0.672
C 2.79766 3.01154 6.83352 -0.034 0.112 -0.158 -0.683
C 2.19755 3.44240 8.00991 -0.081 0.074 0.173 -0.687
Cl 2.16665 2.46537 9.43306 0.056 -0.093 -0.082 0.690
C 1.60022 4.69647 8.06120 -0.028 0.196 -0.194 -0.103
C 1.60414 5.51776 6.94410 0.026 -0.078 -0.022 -0.075
C 2.20893 5.08798 5.76960 -0.048 -0.020 0.050 -0.078
C 2.80375 3.83678 5.71652 -0.125 0.131 -0.062 -0.138
H 1.12970 5.03574 8.97481 0.063 -0.132 0.023 0.110
H 1.13621 6.49311 6.98922 0.023 -0.042 0.039 0.110
H 2.21714 5.72829 4.89539 0.052 -0.037 0.020 0.103
H 3.27304 3.50388 4.79959 -0.084 -0.063 0.334 0.008
Cl -2.12795 -2.45192 -1.42242 0.319 -0.238 0.066 0.674
C -3.72228 -2.74968 -2.03695 -0.207 0.096 -0.106 -0.677
C -4.21298 -4.03365 -2.22785 -0.039 -0.257 -0.043 -0.686
Cl -3.27601 -5.43743 -1.85800 0.133 0.100 0.041 0.680
C -5.49740 -4.21004 -2.72834 -0.205 0.241 -0.072 -0.101
C -6.28440 -3.10894 -3.03220 0.079 0.003 0.212 -0.106
C -5.78818 -1.82814 -2.83514 0.019 -0.196 0.643 -0.189
C -4.50902 -1.65281 -2.33853 -0.273 0.118 0.085 -0.174
H -5.88741 -5.20787 -2.88162 0.142 -0.011 0.056 0.113
H -7.28463 -3.25002 -3.42271 0.050 -0.014 -0.002 0.111
H -6.39525 -0.97048 -3.06496 0.104 0.006 0.179 0.042
H -4.12208 -0.65446 -2.18615 0.043 -0.018 -0.013 0.069
Cl -4.34234 -2.21776 -5.47346 0.054 0.132 -0.413 0.771
C -5.54610 -2.39163 -6.70705 0.022 -0.051 -0.072 -0.642
C -6.79353 -1.77426 -6.63043 -0.012 -0.080 -0.128 -0.644
Cl -7.25344 -0.76269 -5.29946 -0.073 0.106 -0.492 0.745
C -7.71904 -1.95992 -7.64957 -0.023 -0.094 -0.162 -0.107
C -7.40612 -2.75336 -8.74169 0.056 -0.012 0.026 -0.075
C -6.16245 -3.36397 -8.82102 -0.036 0.034 0.040 -0.075
C -5.23637 -3.18320 -7.80602 -0.114 -0.067 -0.179 -0.106
H -8.68957 -1.48411 -7.59347 0.078 0.036 0.111 0.108
H -8.13254 -2.89520 -9.53173 0.008 0.033 0.051 0.110
H -5.91428 -3.98196 -9.67462 0.022 0.019 0.052 0.110
H -4.26836 -3.66271 -7.87222 -0.009 0.077 0.123 0.107
```
Positions in Å, forces in eV/Å.

Largest force on an atom   3.05 eV/Å
HOMO level   -0.3827 Ha
Charge   +1
Molecular weight   1423.22 g mol⁻¹
Calculated total energy   -266741.21329 eV

(2)
DFT (ωB97M-V/def2-TZVPD) results for a molecular structure, C50H46N6P2TeTl.

```
106
Properties=species:S:1:pos:R:3:forces:R:3:lowdin_charge:R:1
Tl 0.85836 -1.43853 -0.59633 0.124 -0.133 -0.251 0.679
C 0.44065 -3.68180 2.27658 0.067 0.094 -0.085 -0.220
C 0.56928 -2.32703 2.96077 0.101 0.052 -0.087 -0.217
N 1.57606 -1.47962 2.34751 -0.055 -0.080 0.196 -0.097
C 2.95219 -1.70331 2.71099 0.061 -0.059 -0.052 -0.155
C 3.80044 -2.39772 1.65027 -0.049 0.050 0.029 -0.246
C 5.18636 -2.44428 1.78060 -0.024 0.006 0.042 -0.038
C 5.92306 -3.08070 0.79864 0.026 0.002 -0.037 -0.070
C 5.26725 -3.63617 -0.29039 0.009 0.000 0.001 -0.033
C 3.88450 -3.52804 -0.35237 -0.030 0.017 -0.071 -0.262
C 3.11308 -4.04631 -1.56320 -0.026 0.012 0.188 -0.178
N 1.69199 -4.08195 -1.32437 0.114 -0.166 0.065 -0.125
C 1.23854 -5.12148 -0.41715 -0.030 0.108 -0.035 -0.215
C -0.12792 -4.78820 0.16884 -0.042 0.045 -0.055 -0.217
N -0.11450 -3.55119 0.93969 -0.109 0.000 -0.057 -0.104
N 3.17982 -2.93720 0.60941 -0.010 -0.021 -0.013 0.124
H -0.16588 -4.35593 2.90172 0.011 0.003 0.062 0.117
H 1.43772 -4.12079 2.19288 -0.019 -0.048 -0.004 0.103
H 0.77628 -2.50192 4.02784 -0.008 0.014 0.055 0.111
H -0.38610 -1.79891 2.89371 0.004 0.022 0.016 0.096
H 1.32034 -0.50329 2.38404 -0.071 0.011 -0.059 0.061
H 3.02777 -2.29558 3.63611 0.000 -0.002 0.027 0.124
H 3.43023 -0.74278 2.91881 0.024 -0.008 0.012 0.106
H 5.66917 -1.98538 2.63541 -0.007 0.003 -0.013 0.112
H 7.00286 -3.13330 0.87114 -0.009 -0.012 0.008 0.103
H 5.81468 -4.13660 -1.08020 -0.008 0.015 0.006 0.109
H 3.54651 -5.01794 -1.84885 -0.005 -0.034 -0.038 0.118
H 3.29366 -3.36053 -2.39462 0.050 0.007 -0.027 0.128
H 1.14098 -4.05000 -2.17299 -0.024 0.085 0.012 0.080
H 1.97038 -5.21242 0.38762 0.022 0.003 -0.004 0.104
H 1.17692 -6.10638 -0.90389 0.016 -0.035 0.001 0.117
H -0.46028 -5.64447 0.77765 -0.019 -0.013 -0.004 0.113
H -0.84005 -4.65812 -0.64922 0.021 0.024 0.002 0.105
H -1.05444 -3.17053 0.98551 -0.009 -0.006 -0.002 0.088
Te -2.06627 3.55444 -0.20957 0.084 0.024 0.146 1.212
C -1.63922 4.90130 1.37380 0.023 -0.044 0.032 -0.537
C -0.36593 5.43939 1.53229 0.014 0.007 0.079 -0.126
C -0.10251 6.22642 2.64193 -0.066 -0.002 0.034 -0.166
N -1.00196 6.51303 3.58980 -0.006 -0.076 -0.107 0.039
C -2.21825 5.99618 3.42302 0.054 0.010 -0.034 -0.177
C -2.58318 5.19639 2.34660 0.004 0.103 0.028 -0.146
C -0.57101 2.19014 0.29904 -0.162 -0.302 -0.733 -1.026
P 0.82707 1.88347 -0.84517 -0.229 0.363 0.374 0.825
C 2.25303 1.81773 0.34579 0.067 0.052 -0.123 -0.420
C 2.19810 2.35170 1.63038 0.038 -0.029 0.055 -0.112
C 3.29203 2.25806 2.48485 -0.012 -0.007 -0.043 -0.092
C 4.45842 1.62602 2.06476 -0.052 0.018 -0.030 -0.121
C 4.52428 1.08665 0.78567 -0.056 0.025 -0.007 -0.103
C 3.42465 1.17930 -0.05985 0.039 -0.011 0.010 -0.131
C 1.15155 3.51178 -1.65966 0.080 -0.090 0.008 -0.402
C 0.43144 3.79436 -2.82412 0.007 -0.023 -0.007 -0.156
C 0.66288 4.94845 -3.55409 0.026 0.000 0.033 -0.098
C 1.64465 5.84545 -3.14696 -0.012 -0.047 0.022 -0.108
C 2.38159 5.57350 -2.00504 -0.044 -0.046 0.023 -0.098
C 2.13508 4.41740 -1.26859 -0.027 0.060 0.083 -0.103
P -1.09152 0.70528 1.10652 0.000 0.321 0.318 0.811
C -2.00742 1.37702 2.57167 0.192 -0.018 -0.017 -0.372
C -1.20747 1.91545 3.58372 0.003 -0.004 0.035 -0.112
C -1.75981 2.51290 4.70577 -0.023 -0.025 -0.044 -0.098
C -3.14156 2.57686 4.84525 0.001 -0.032 -0.055 -0.114
C -3.95047 2.04313 3.85206 0.054 -0.012 -0.005 -0.100
C -3.38848 1.45080 2.72436 -0.043 -0.009 -0.019 -0.104
C -2.45481 -0.17640 0.23149 -0.053 0.014 0.099 -0.411
C -2.85198 0.13519 -1.05992 -0.019 -0.013 -0.141 -0.122
C -3.84799 -0.59681 -1.69994 0.073 -0.003 0.043 -0.087
C -4.45076 -1.66405 -1.05614 0.035 -0.016 0.070 -0.097
C -4.04729 -2.00653 0.23314 0.012 0.061 -0.067 -0.094
C -3.05626 -1.27068 0.86360 -0.026 0.004 -0.037 -0.143
H 0.41584 5.23700 0.80823 -0.029 0.001 0.020 0.080
H 0.88637 6.65258 2.78039 0.009 0.009 0.012 0.095
H -2.94144 6.21598 4.20259 -0.007 0.013 0.005 0.096
H -3.58387 4.78531 2.29243 0.014 -0.014 0.019 0.085
H 1.27973 2.84042 1.94165 0.020 -0.006 -0.010 0.075
H 3.23612 2.68654 3.47899 0.002 -0.001 0.009 0.098
H 5.30894 1.55084 2.73246 0.004 0.009 0.003 0.095
H 5.42553 0.58596 0.45059 -0.014 -0.001 0.004 0.097
H 3.47041 0.74919 -1.05581 -0.006 -0.011 0.008 0.092
H -0.32117 3.09034 -3.16108 0.005 -0.002 -0.006 0.089
H 0.08191 5.14693 -4.44651 -0.004 -0.002 0.005 0.097
H 1.83476 6.74506 -3.71955 -0.004 -0.002 0.003 0.092
H 3.15176 6.26240 -1.67892 0.000 -0.002 0.007 0.095
H 2.71493 4.22815 -0.37262 0.011 -0.013 -0.026 0.095
H -0.12812 1.87840 3.47310 -0.016 -0.010 0.011 0.085
H -1.11446 2.93685 5.46579 -0.003 0.002 -0.006 0.099
H -3.58204 3.04550 5.71703 0.001 0.000 -0.003 0.094
H -5.02904 2.09718 3.94419 0.000 -0.002 0.000 0.096
H -4.03911 1.05945 1.95179 0.024 0.002 -0.016 0.099
H -2.35588 0.94226 -1.58964 -0.012 0.003 0.041 0.066
H -4.13604 -0.34272 -2.71339 0.015 -0.009 0.013 0.104
H -5.21928 -2.23885 -1.55835 0.004 -0.005 0.003 0.096
H -4.50880 -2.84428 0.74299 0.000 -0.003 0.001 0.095
H -2.75445 -1.53013 1.87584 -0.012 0.004 -0.003 0.098
N -5.82638 -2.73122 -8.68851 -0.032 -0.009 -0.041 0.127
C -5.08425 -2.68893 -7.81064 0.289 0.018 0.313 -0.199
C -4.15203 -2.63633 -6.70625 -0.289 -0.047 -0.260 -0.254
C -4.19839 -3.60718 -5.70637 0.032 -0.048 0.063 -0.043
C -3.31662 -3.54919 -4.64445 -0.049 -0.003 -0.034 -0.033
C -2.36400 -2.52264 -4.54649 0.074 0.054 0.172 -0.271
C -2.33196 -1.55870 -5.56280 -0.037 0.049 -0.109 -0.030
C -3.21296 -1.61160 -6.62671 0.107 0.088 0.011 -0.040
C -1.47658 -2.44595 -3.43012 -0.129 -0.164 -0.119 -0.201
C -0.78312 -2.38882 -2.41811 -0.028 -0.108 0.036 -0.155
H -4.93074 -4.40161 -5.77061 0.004 0.001 0.018 0.112
H -3.35259 -4.29373 -3.86091 -0.011 -0.010 -0.001 0.112
H -1.60346 -0.76194 -5.49664 -0.007 0.007 0.000 0.116
H -3.18000 -0.85744 -7.40217 0.003 0.006 0.005 0.113
```
Positions in Å, forces in eV/Å.

Energy relative to the best compared isomer or geometry (same formula, charge and spin)   0.0 kcal per mole
Largest force on an atom   0.81 eV/Å
HOMO level   -0.1436 Ha
Charge   -1
Molecular weight   1124.89 g mol⁻¹
Calculated total energy   -92100.45351 eV

no.,Kohn-Sham gap (eV)
1,6.57
2,5.99